ORCA calculation (the ωB97M-V functional and the def2-TZVPD basis) on a 10-piece molecular cluster, C58H122N2 overall in a non-equilibrium geometry.

Structure (XYZ):
```
182
Properties=species:S:1:pos:R:3:forces:R:3:mulliken_charge:R:1
C 2.406622 3.794065 -0.231203 0.85 0.23 -0.72 0.194
C 3.168371 4.525485 -1.164066 0.04 0.36 1.89 -0.763
C 3.308065 4.099360 -2.450655 -0.05 0.64 -2.05 -0.855
N 2.766832 2.983302 -2.876759 -0.47 -1.66 -0.55 0.070
C 2.096693 2.213694 -2.008024 -0.66 0.37 -1.14 -0.223
C 1.839537 2.619217 -0.734841 -0.25 -0.17 2.43 0.159
H 2.365900 4.118043 0.831990 -0.23 -0.36 -0.99 0.018
H 3.724074 5.397846 -0.875113 -0.09 0.42 0.27 0.487
H 3.761466 4.726250 -3.286498 -0.22 -0.73 1.47 0.325
H 1.586453 1.290415 -2.340783 0.70 0.53 -0.17 0.291
H 1.269247 1.939105 -0.079641 0.19 0.49 -0.32 0.352
C -0.520643 0.273787 1.282388 -1.30 1.57 0.77 0.112
C -1.373467 0.245862 0.162487 0.45 0.87 2.05 -0.303
C -1.016619 -0.650207 -0.758086 -1.69 -1.28 -4.84 -0.282
N 0.023565 -1.470579 -0.762410 -0.02 -0.06 0.18 0.879
C 0.757031 -1.427279 0.325751 1.90 -1.32 -0.53 0.735
C 0.529120 -0.595000 1.394070 0.52 0.36 0.31 0.088
H -0.691817 1.032897 2.060434 0.03 -0.42 -0.22 -0.350
H -2.259017 0.860018 0.006700 0.37 0.03 0.29 0.510
H -1.627429 -0.708743 -1.737901 0.80 0.08 1.61 -0.487
H 1.669155 -2.067026 0.286521 -0.79 0.35 0.27 -0.584
H 1.244057 -0.581353 2.217643 -0.41 0.14 -0.14 -0.265
C -5.066070 -0.399166 -2.101525 -0.20 -0.08 -2.07 -0.037
C -5.794781 -1.149391 -3.245739 0.21 -0.94 -0.49 -0.898
C -4.812613 -1.689626 -4.313962 1.38 0.34 0.40 -0.730
C -3.943550 -2.891617 -3.872005 -1.03 0.10 0.13 0.702
C -2.857978 -3.190508 -4.907274 -0.22 2.01 0.70 -1.023
C -1.627668 -2.390039 -4.478148 -0.32 -0.65 -0.48 0.194
H -4.508611 -1.088540 -1.499811 0.68 -0.25 0.20 -0.266
H -5.808524 0.022587 -1.447885 -0.10 0.75 0.21 0.498
H -4.402712 0.336595 -2.655579 -0.67 -0.52 1.29 -0.144
H -6.447087 -1.991602 -2.885234 0.60 0.71 -0.12 0.320
H -6.443096 -0.473646 -3.795590 -0.29 0.29 0.23 0.357
H -4.105394 -0.877236 -4.640956 -0.57 -0.33 0.45 0.118
H -5.269614 -1.993079 -5.243494 -0.71 -0.02 -0.20 0.477
H -3.582882 -2.675130 -2.833402 0.09 -0.58 -0.83 -0.771
H -4.612504 -3.748514 -3.871199 -0.22 -0.20 0.59 0.505
H -2.640651 -4.224171 -5.019605 0.17 -0.91 0.01 0.379
H -3.240618 -2.811914 -5.864041 0.18 -0.19 -0.02 0.451
H -1.136441 -2.928244 -3.679662 0.40 -0.07 0.24 -0.368
H -0.971080 -2.273176 -5.325262 0.58 0.29 -0.06 0.534
H -1.940985 -1.432426 -4.076766 0.11 0.35 -0.14 -0.376
C -2.201342 -6.119778 -2.768826 0.29 -0.92 -0.89 -1.475
C -1.590119 -5.368890 -1.615630 1.78 -0.79 -0.23 0.355
C -0.004586 -5.514678 -1.611387 -2.02 3.07 1.76 -0.721
C 0.523107 -5.139585 -0.207716 -1.30 -0.12 -0.01 0.641
C 2.013346 -5.208658 -0.093768 0.58 -0.36 1.59 -0.424
C 2.801499 -4.555993 -1.212223 -0.10 -0.26 -0.30 -0.843
H -3.247827 -5.846769 -2.841794 -0.30 -0.35 -0.30 0.390
H -2.044967 -7.232369 -2.817669 -0.44 0.85 0.85 0.379
H -1.696114 -5.864763 -3.706022 -0.18 0.58 -0.01 0.218
H -1.920597 -4.325459 -1.658334 0.50 0.07 -0.15 -0.389
H -1.958797 -5.708054 -0.659657 -0.23 -0.43 0.35 0.516
H 0.383625 -4.802329 -2.333571 0.06 0.23 -0.15 -0.019
H 0.408055 -6.426173 -1.875131 0.17 -2.32 -0.64 0.535
H 0.197187 -4.137527 0.049286 -0.19 0.45 -0.24 -0.614
H 0.016970 -5.756569 0.596995 0.67 0.24 -0.92 0.505
H 2.250567 -4.783395 0.912561 0.25 -0.23 -0.67 -0.178
H 2.250596 -6.284717 -0.024294 0.38 0.33 -0.14 0.500
H 2.634476 -3.494984 -1.377730 -0.29 0.15 0.31 -0.239
H 3.868920 -4.700279 -1.141960 0.39 -0.07 0.37 0.459
H 2.521832 -5.041784 -2.134325 -0.06 -0.10 -0.49 0.440
C -1.736283 2.205570 -3.497303 0.18 -1.19 -0.26 -0.532
C -1.469666 2.093704 -4.997765 -0.11 -0.38 -0.03 -0.615
C -0.122261 2.727334 -5.309146 0.01 0.00 -0.34 0.281
C 0.148074 2.837308 -6.835427 -0.94 0.80 1.17 -0.751
C 1.362508 3.675775 -7.140260 1.68 -0.13 -0.56 -0.440
C 2.575313 3.062493 -6.461528 0.88 0.72 1.54 -0.813
H -0.999913 1.586763 -2.910171 -0.65 0.82 -0.43 -0.293
H -2.734914 1.838002 -3.300061 -0.26 -0.20 0.36 0.163
H -1.720263 3.245676 -3.216807 0.23 0.36 0.38 0.609
H -1.388249 1.047551 -5.313635 -0.10 -0.15 0.25 0.126
H -2.352533 2.438555 -5.578132 0.68 0.46 0.25 0.420
H 0.618028 2.074357 -4.831204 0.11 0.03 -0.21 -0.431
H 0.001579 3.665115 -4.750023 -0.17 0.20 -0.47 0.398
H 0.241152 1.801152 -7.158748 0.14 0.07 -0.54 0.310
H -0.749627 3.291934 -7.281691 0.16 -0.30 -0.09 0.337
H 1.656696 3.719359 -8.204493 -0.76 -0.12 0.10 0.291
H 1.323859 4.732976 -6.829443 -0.57 -0.37 0.07 0.314
H 2.640976 1.980689 -6.551588 0.18 -0.07 -0.46 0.290
H 3.519036 3.575369 -6.689297 -0.10 -0.41 -0.74 0.407
H 2.587194 3.232273 -5.377589 -0.56 -0.17 0.02 -0.070
C 1.971659 4.448407 3.862275 2.11 1.88 0.51 -1.491
C 2.505497 3.085036 3.519197 1.31 -0.13 -0.71 0.642
C 2.492348 2.078252 4.652186 -0.51 -0.08 0.11 0.143
C 1.113931 1.991240 5.331508 -0.53 -1.24 -0.33 -0.175
C 0.986227 0.762435 6.244528 -0.45 0.75 0.27 0.286
C 2.071387 0.766951 7.336151 -0.29 0.21 0.65 -1.488
H 1.909700 5.161480 3.002420 -0.31 -0.82 0.49 0.354
H 2.616648 5.029565 4.606230 -0.59 -0.96 -0.75 0.337
H 1.054265 4.290861 4.355634 -1.45 0.37 0.24 0.233
H 1.888239 2.729687 2.705807 -0.24 -0.47 -0.39 -0.565
H 3.547706 3.106902 3.130237 -0.56 0.25 0.02 0.531
H 3.294928 2.345961 5.372927 -0.64 -0.12 -0.18 0.424
H 2.750919 1.082520 4.269405 0.08 0.19 -0.04 -0.540
H 0.970472 2.861414 5.910166 -0.20 1.13 0.89 0.704
H 0.199302 1.959416 4.666617 1.25 0.11 -0.08 -0.553
H -0.054393 0.760394 6.689837 1.15 -0.01 -0.21 0.301
H 1.013944 -0.111124 5.591036 0.29 -0.27 0.25 -0.324
H 3.120466 0.814973 6.999701 -0.55 -0.45 -0.17 0.310
H 1.983828 1.625499 8.019592 -0.27 0.21 -0.48 0.348
H 1.912357 -0.047444 8.036583 0.32 -0.53 -0.18 0.437
C -3.194918 1.045867 5.088187 0.67 0.81 -0.45 -1.034
C -3.898971 0.063652 4.205783 -2.22 0.67 -1.81 -0.176
C -3.242181 -1.280534 4.030149 0.98 1.58 0.57 0.276
C -3.824521 -2.202328 3.071973 -1.47 -1.62 -0.01 -1.149
C -3.645069 -1.884160 1.618469 -0.03 -1.37 -0.67 1.099
C -4.254024 -3.014077 0.765264 -1.28 0.75 -1.48 -1.231
H -2.186971 1.359282 4.725220 -0.60 -0.42 0.06 -0.116
H -3.076525 0.608060 6.044741 0.33 -0.33 1.22 0.482
H -3.761855 1.967840 5.216351 -0.12 -0.01 -0.04 0.420
H -4.939964 -0.125980 4.558686 0.53 0.27 0.15 0.383
H -4.109661 0.585570 3.193659 0.58 -0.99 1.18 -0.073
H -3.118791 -1.828528 4.947196 -0.04 0.17 0.90 0.537
H -2.257160 -1.058415 3.687271 1.31 0.05 -0.20 -0.438
H -3.327371 -3.144858 3.262272 0.27 -0.53 -0.23 0.341
H -4.858086 -2.449459 3.395382 0.05 0.39 -0.62 0.400
H -4.021062 -0.901272 1.336567 -0.04 -0.01 -0.09 0.317
H -2.572686 -1.942552 1.420782 0.12 0.50 0.01 -0.663
H -5.357983 -3.063683 0.875723 0.48 0.05 0.24 0.356
H -4.147096 -2.835176 -0.343460 0.28 -0.18 1.04 -0.057
H -3.883517 -4.015228 0.975589 0.31 0.11 0.21 0.390
C -4.799884 3.998880 1.883434 -1.09 -0.91 -0.39 -0.893
C -3.992387 5.167095 2.366062 0.26 0.09 -0.29 -0.597
C -2.603298 4.761374 2.841241 -0.70 -0.56 -0.49 -1.172
C -1.783962 4.002250 1.804158 -1.94 -0.13 0.30 1.857
C -1.514406 4.811899 0.561753 0.09 -0.12 -1.58 -0.213
C -0.612435 6.050809 0.650013 -1.88 -0.06 1.19 -1.224
H -5.783483 4.206872 1.430515 0.47 0.56 -0.05 0.400
H -5.104195 3.298739 2.671418 0.57 0.03 0.20 0.210
H -4.231546 3.445109 1.142866 -0.15 -0.22 -0.17 0.128
H -3.875605 5.901649 1.573312 -0.28 0.24 -0.08 0.270
H -4.493882 5.609870 3.204196 -0.34 0.62 0.36 0.461
H -2.792481 4.187554 3.728004 0.38 -0.64 0.62 0.358
H -2.074207 5.629076 3.132332 0.62 1.07 0.47 0.467
H -0.873594 3.689852 2.263574 0.92 -0.39 0.24 -0.560
H -2.388636 3.087491 1.543757 0.94 0.64 0.08 -0.665
H -1.075021 4.082919 -0.126713 0.15 0.23 -0.33 -0.050
H -2.424874 5.180200 0.034085 0.20 -0.60 0.59 0.377
H -1.127587 6.749730 1.346495 0.49 -0.13 -0.37 0.396
H 0.338940 5.815779 1.087279 0.73 0.06 -0.20 0.106
H -0.619042 6.526580 -0.323158 0.64 0.08 -0.09 0.408
C 5.960527 1.365862 -0.229249 -0.06 1.75 -2.05 -0.891
C 5.861408 0.120722 -1.108047 -0.07 -0.45 1.76 -0.567
C 4.605142 0.093777 -1.940050 -0.32 0.58 -0.26 0.772
C 4.357435 -1.207733 -2.684147 -0.65 1.23 1.09 -0.831
C 2.894274 -1.293673 -3.096208 0.70 -1.23 -2.06 1.671
C 2.774785 -2.406204 -4.193288 -0.91 -0.44 -0.94 -1.436
H 6.834518 1.574764 0.382984 0.23 -0.56 -0.11 0.401
H 5.101404 1.423132 0.370367 -1.19 -0.09 1.24 -0.056
H 5.815265 2.286991 -0.883738 0.43 -0.92 0.52 0.297
H 6.747883 0.006078 -1.685911 0.70 -0.05 -0.83 0.430
H 5.846124 -0.761200 -0.442742 0.04 0.12 -0.12 0.212
H 4.637497 0.971517 -2.624576 -0.32 -0.54 0.25 0.236
H 3.697999 0.178382 -1.315303 0.47 0.52 0.20 -0.661
H 5.089294 -1.293766 -3.468062 0.11 -0.60 -0.46 0.479
H 4.387640 -1.974369 -1.916776 0.99 -0.60 -0.18 0.134
H 2.337023 -1.620291 -2.246370 -0.54 -0.08 0.65 -1.233
H 2.459679 -0.349113 -3.406334 0.10 0.14 -0.36 0.181
H 3.536974 -3.232761 -4.065199 -0.57 1.14 -0.21 0.331
H 1.803285 -2.935417 -4.133563 0.26 0.26 0.24 0.165
H 2.742039 -2.043563 -5.281312 0.65 -0.23 1.58 0.340
C 4.743756 -0.635571 2.629048 1.73 -0.96 0.23 -1.390
C 3.864483 -1.872683 2.504745 0.34 -0.23 -2.00 0.799
C 2.913502 -1.952987 3.651238 0.35 -0.06 1.61 0.644
C 1.833922 -2.982889 3.509734 -0.52 0.85 -1.26 0.386
C 0.743473 -3.066796 4.556258 0.23 -1.47 -1.02 -0.104
C -0.229106 -4.213300 4.234520 -0.45 0.94 0.87 -1.529
H 5.061859 -0.537101 3.667312 -0.07 0.30 0.14 0.457
H 4.288595 0.270207 2.289536 -0.68 0.53 -0.02 0.135
H 5.691196 -0.698686 2.064225 -0.42 -0.19 0.02 0.347
H 3.388549 -1.784789 1.491200 -0.16 -0.19 0.89 -0.715
H 4.406502 -2.846677 2.419021 0.06 0.83 0.23 0.543
H 2.479577 -0.982754 3.844297 -0.27 0.50 0.02 -1.635
H 3.535718 -2.148276 4.555607 -0.37 0.06 -0.31 0.650
H 1.368273 -2.713198 2.538566 -0.13 -0.54 0.40 -0.851
H 2.314194 -3.919484 3.339332 0.21 -1.08 0.02 0.723
H 1.143303 -3.390132 5.484811 0.65 0.54 1.24 0.531
H 0.214186 -2.134673 4.618396 -0.23 0.52 0.27 -0.134
H -0.524585 -4.163063 3.203584 -0.19 -0.42 -0.59 0.203
H 0.118667 -5.186481 4.569541 0.40 -0.12 -0.51 0.406
H -1.106610 -4.043546 4.854718 -0.41 -0.02 -0.10 0.444
```
Positions in Å, forces in eV/Å.

Output
- Total charge: 0
- HOMO: -0.353 Eh
- Kohn-Sham gap: 10.34 eV